Arrangement w

{
  "formula": "H16O8",
  "method": "ωB97M-V with the def2-TZVPD basis set",
  "smiles": "O.O.O.O.O.O.O.O",
  "homo_ev": -10.632,
  "homo_lumo_gap_ev": 10.27,
  "e_lumo_ev": -0.364,
  "mol_weight_g_mol": 144.12,
  "elements": ["O", "O", "O", "O", "O", "O", "O", "O", "H", "H", "H", "H", "H", "H", "H", "H", "H", "H", "H", "H", "H", "H", "H", "H"],
  "xyz": [[-1.00, 0.98, 2.75], [0.55, -1.63, -1.16], [1.56, 0.36, -2.81], [1.45, -1.21, 1.73], [-1.45, -1.75, 2.17], [-0.76, 0.71, 0.05], [-1.87, -0.45, -2.07], [0.08, 3.43, -0.35], [-0.63, -1.57, 1.76], [-1.40, -1.01, 2.79], [2.27, 0.71, -2.27], [-1.02, 0.86, 1.81], [0.07, 0.26, -0.21], [-1.21, -1.15, -2.10], [-0.22, 2.55, -0.47], [2.40, -1.30, 1.71], [1.22, -2.07, -1.69], [-1.37, 0.48, -0.65], [-0.33, 4.01, -1.00], [1.38, -0.42, -2.35], [0.62, -2.13, -0.34], [-0.08, 1.07, 2.86], [1.39, -0.93, 2.64], [-1.65, 0.18, -2.80]]
}

Arrangement x

{
  "formula": "H16O8",
  "method": "ωB97M-V with the def2-TZVPD basis set",
  "smiles": "O.O.O.O.O.O.O.O",
  "homo_ev": -10.709,
  "homo_lumo_gap_ev": 10.62,
  "e_lumo_ev": -0.089,
  "mol_weight_g_mol": 144.12,
  "elements": ["O", "O", "O", "O", "O", "O", "O", "O", "H", "H", "H", "H", "H", "H", "H", "H", "H", "H", "H", "H", "H", "H", "H", "H"],
  "xyz": [[-0.56, 1.09, 0.97], [4.09, -2.16, -1.20], [2.00, 2.59, -0.13], [-1.48, 1.70, -1.71], [-3.82, -1.99, -0.49], [-2.98, -0.25, 2.22], [-0.32, -0.48, -1.32], [3.47, -0.56, 1.92], [0.65, -0.22, -1.40], [-3.79, -0.77, 2.14], [-1.28, 0.45, 1.17], [-4.32, -2.74, -0.75], [-2.91, 0.26, 1.38], [3.20, -1.20, 1.28], [4.10, -2.14, -0.28], [-1.51, 1.38, -2.63], [1.26, 3.02, -0.47], [-4.17, -1.31, -1.20], [-2.24, 2.39, -1.82], [0.17, 0.59, 1.44], [1.63, 2.20, 0.65], [-0.56, -0.12, -2.14], [2.67, 0.05, 1.81], [3.83, -1.21, -1.26]]
}

Tell me which of them is the most stable. Sure, it is arrangement w.

Arrangement w

{
  "formula": "H16O8",
  "method": "ωB97M-V with the def2-TZVPD basis set",
  "smiles": "O.O.O.O.O.O.O.O",
  "homo_ev": -11.008,
  "homo_lumo_gap_ev": 11.02,
  "e_lumo_ev": 0.014,
  "mol_weight_g_mol": 144.12,
  "elements": ["O", "O", "O", "O", "O", "O", "O", "O", "H", "H", "H", "H", "H", "H", "H", "H", "H", "H", "H", "H", "H", "H", "H", "H"],
  "xyz": [[2.74, -2.52, -2.71], [-1.75, 3.28, -1.44], [-4.39, -3.37, -0.08], [2.51, -0.13, 3.25], [0.07, -0.87, 1.81], [3.41, -0.72, -0.68], [1.02, 3.07, -0.39], [-3.15, 0.93, 0.42], [-3.64, 1.14, 1.20], [-5.20, -3.13, -0.53], [-1.06, 2.53, -1.33], [2.22, -2.04, -3.34], [2.25, -2.45, -1.84], [1.93, 0.61, 3.43], [-1.34, 4.05, -1.10], [3.42, 0.23, 3.18], [0.71, -1.54, 1.48], [1.07, 2.34, -1.10], [-4.10, -2.54, 0.40], [-3.77, 0.74, -0.39], [-0.75, -1.12, 1.27], [1.50, 3.73, -0.88], [2.65, -0.63, -0.02], [3.64, -1.58, -0.60]]
}

Arrangement x

{
  "formula": "H16O8",
  "method": "ωB97M-V with the def2-TZVPD basis set",
  "smiles": "O.O.O.O.O.O.O.O",
  "homo_ev": -11.455,
  "homo_lumo_gap_ev": 11.06,
  "e_lumo_ev": -0.398,
  "mol_weight_g_mol": 144.12,
  "elements": ["O", "O", "O", "O", "O", "O", "O", "O", "H", "H", "H", "H", "H", "H", "H", "H", "H", "H", "H", "H", "H", "H", "H", "H"],
  "xyz": [[-2.73, -1.23, -3.90], [1.07, 0.93, 3.16], [-0.41, -1.20, -1.24], [1.90, -3.14, -1.94], [2.54, -3.08, 2.74], [2.14, 3.07, -1.93], [-1.48, 3.49, 0.23], [-2.89, 1.08, 3.04], [-3.66, 0.64, 2.59], [0.17, -1.25, -2.02], [1.63, 1.61, 2.77], [-1.36, 2.55, -0.03], [2.38, -2.50, -2.59], [1.75, 3.91, -1.67], [-3.48, -1.67, -3.99], [-0.22, -0.34, -0.86], [0.18, 1.22, 3.11], [-2.02, -1.88, -3.97], [2.30, -2.82, -1.12], [1.80, -2.81, 3.34], [-2.39, 3.66, 0.06], [2.07, -3.24, 1.91], [1.93, 2.45, -1.21], [-2.19, 1.17, 2.47]]
}

Tell me which of them is the most stable. Sure, it is arrangement x.

Arrangement w

{
  "formula": "H16O8",
  "method": "ωB97M-V with the def2-TZVPD basis set",
  "smiles": "O.O.O.O.O.O.O.O",
  "homo_ev": -10.830,
  "homo_lumo_gap_ev": 11.07,
  "e_lumo_ev": 0.237,
  "mol_weight_g_mol": 144.12,
  "elements": ["O", "O", "O", "O", "O", "O", "O", "O", "H", "H", "H", "H", "H", "H", "H", "H", "H", "H", "H", "H", "H", "H", "H", "H"],
  "xyz": [[3.07, -3.77, 1.01], [-2.80, 3.36, 0.26], [3.68, 0.23, 1.13], [-0.81, -0.36, -2.55], [1.87, -0.38, -2.26], [-1.95, 2.42, -2.19], [0.07, 0.10, 1.43], [-2.96, -1.76, 3.29], [-2.57, -2.03, 2.45], [0.70, 0.61, 1.94], [-2.77, 1.99, -2.47], [-0.68, 0.70, 1.31], [-0.26, -0.77, -1.87], [3.93, 1.15, 1.31], [3.26, -4.52, 0.44], [1.83, 0.57, -2.41], [2.18, -3.49, 0.75], [-3.45, 3.96, 0.65], [-1.43, 0.19, -2.05], [2.63, -0.50, -1.68], [-3.28, 2.92, -0.45], [-1.53, 2.68, -3.02], [3.19, 0.29, 0.30], [-2.95, -2.56, 3.82]]
}

Arrangement x

{
  "formula": "H16O8",
  "method": "ωB97M-V with the def2-TZVPD basis set",
  "smiles": "O.O.O.O.O.O.O.O",
  "homo_ev": -10.538,
  "homo_lumo_gap_ev": 10.83,
  "e_lumo_ev": 0.291,
  "mol_weight_g_mol": 144.12,
  "elements": ["O", "O", "O", "O", "O", "O", "O", "O", "H", "H", "H", "H", "H", "H", "H", "H", "H", "H", "H", "H", "H", "H", "H", "H"],
  "xyz": [[2.98, -0.97, 0.02], [-2.65, 1.50, -0.95], [-0.91, -2.46, 1.04], [0.18, -0.55, -0.46], [-1.72, -0.82, -2.31], [-2.08, 0.34, 1.51], [4.08, 1.25, 0.75], [0.75, 1.76, 0.74], [2.73, -0.88, 0.95], [-1.14, 0.33, 1.66], [-2.08, 0.07, -2.21], [-2.32, -1.47, -1.97], [-1.84, -2.34, 0.87], [0.68, 2.63, 0.38], [0.65, 1.04, 0.12], [1.08, -0.80, -0.66], [-2.33, 1.02, 2.13], [4.42, 1.77, 0.06], [3.54, 0.56, 0.27], [-2.51, 0.91, -0.23], [-3.56, 1.60, -0.89], [-0.42, -1.81, 0.54], [-0.42, -0.77, -1.17], [2.89, -1.89, -0.17]]
}

Arrangement y

{
  "formula": "H16O8",
  "method": "ωB97M-V with the def2-TZVPD basis set",
  "homo_ev": -8.755,
  "homo_lumo_gap_ev": 8.16,
  "e_lumo_ev": -0.593,
  "mol_weight_g_mol": 144.12,
  "elements": ["O", "O", "O", "O", "O", "O", "O", "O", "H", "H", "H", "H", "H", "H", "H", "H", "H", "H", "H", "H", "H", "H", "H", "H"],
  "xyz": [[-17.45, 14.40, -6.18], [-15.37, 12.34, -5.60], [-15.65, 10.84, -4.28], [-17.49, 14.28, -3.42], [-18.34, 11.18, -3.66], [-14.53, 13.35, -2.59], [-17.44, 12.21, -6.33], [-16.75, 12.44, -3.99], [-14.87, 12.85, -3.34], [-14.97, 13.20, -5.60], [-15.36, 11.24, -5.09], [-17.70, 13.48, -6.28], [-15.04, 14.15, -2.59], [-16.50, 14.37, -6.02], [-18.20, 14.89, -3.61], [-16.96, 11.38, -6.41], [-15.11, 11.95, -6.43], [-17.90, 12.31, -7.16], [-17.65, 13.98, -2.53], [-17.55, 11.72, -3.65], [-17.09, 13.32, -3.83], [-18.26, 10.66, -4.46], [-16.45, 12.47, -4.90], [-16.24, 11.49, -3.89]]
}

Arrangement z

{
  "formula": "H16O8",
  "method": "ωB97M-V with the def2-TZVPD basis set",
  "smiles": "O.O.O.O.O.O.O.O",
  "homo_ev": -10.707,
  "homo_lumo_gap_ev": 10.56,
  "e_lumo_ev": -0.151,
  "mol_weight_g_mol": 144.12,
  "elements": ["O", "O", "O", "O", "O", "O", "O", "O", "H", "H", "H", "H", "H", "H", "H", "H", "H", "H", "H", "H", "H", "H", "H", "H"],
  "xyz": [[-2.11, 3.60, -0.53], [0.14, 1.27, 4.11], [-0.87, -4.62, -0.96], [0.03, -0.28, 2.20], [2.22, -0.93, 0.20], [0.86, 2.08, -2.08], [-1.33, 0.36, -0.37], [1.08, -1.33, -2.02], [-1.83, 3.21, -1.37], [1.80, 1.96, -2.25], [1.53, -0.73, -1.41], [2.85, -1.49, -0.27], [1.40, -1.44, 0.18], [1.56, -2.16, -1.92], [-1.27, -3.83, -0.60], [-0.25, -1.08, 1.74], [-0.51, 0.42, 1.81], [-0.53, 1.28, 3.42], [-0.27, 1.73, 4.85], [0.06, -4.55, -0.72], [-1.29, 0.72, -1.27], [-1.47, 4.31, -0.38], [0.49, 1.20, -2.19], [-2.27, 0.32, -0.17]]
}

Tell me which of them is the most stable. Sure, it is arrangement x.

Arrangement w

{
  "formula": "H16O8",
  "method": "ωB97M-V with the def2-TZVPD basis set",
  "smiles": "O.O.O.O.O.O.O.O",
  "homo_ev": -10.137,
  "homo_lumo_gap_ev": 10.22,
  "e_lumo_ev": 0.086,
  "mol_weight_g_mol": 144.12,
  "elements": ["O", "O", "O", "O", "O", "O", "O", "O", "H", "H", "H", "H", "H", "H", "H", "H", "H", "H", "H", "H", "H", "H", "H", "H"],
  "xyz": [[0.22, -1.08, 1.76], [-2.06, 1.87, 0.40], [-0.87, -0.69, -0.69], [-2.00, 2.05, -2.30], [1.52, 0.40, -1.08], [2.19, -2.47, -2.36], [-0.91, 1.81, 3.29], [2.37, -2.47, 0.34], [1.67, -2.36, 0.98], [-0.94, 1.56, 2.35], [-0.13, -1.17, 2.63], [1.79, 0.68, -0.23], [0.83, -0.35, 1.91], [-1.16, 0.04, -0.16], [-1.59, 2.49, 3.35], [3.03, -1.75, 0.46], [-1.68, 2.89, -2.60], [0.64, -0.01, -1.10], [-2.22, 1.76, -0.54], [-0.37, -1.24, -0.20], [-2.92, 2.32, 0.55], [2.10, -2.39, -1.37], [-1.41, 1.42, -2.73], [1.92, -3.31, -2.65]]
}

Arrangement x

{
  "formula": "H16O8",
  "method": "ωB97M-V with the def2-TZVPD basis set",
  "smiles": "O.O.O.O.O.O.O.O",
  "homo_ev": -11.129,
  "homo_lumo_gap_ev": 11.01,
  "e_lumo_ev": -0.124,
  "mol_weight_g_mol": 144.12,
  "elements": ["O", "O", "O", "O", "O", "O", "O", "O", "H", "H", "H", "H", "H", "H", "H", "H", "H", "H", "H", "H", "H", "H", "H", "H"],
  "xyz": [[3.50, 2.28, 1.62], [-3.57, -3.79, -2.37], [3.50, -2.20, 1.77], [0.99, 1.93, 4.92], [0.54, -4.04, -0.89], [-0.40, 1.17, -0.07], [-3.79, 4.00, -0.62], [-3.20, 0.75, -4.22], [0.42, 1.45, 0.34], [-3.26, 4.47, -1.26], [1.37, 2.13, 4.07], [-2.78, -3.76, -1.84], [3.98, 2.06, 0.82], [-3.19, 3.35, -0.25], [-3.07, 1.30, -4.99], [1.19, -3.55, -0.39], [-0.43, 0.22, 0.08], [4.18, 2.56, 2.24], [4.18, -1.66, 2.16], [3.97, -2.95, 1.39], [-3.63, -2.93, -2.78], [-2.56, 1.08, -3.58], [1.05, 0.98, 5.00], [1.00, -4.84, -1.15]]
}

Tell me which of them is the most stable. Sure, it is arrangement w.

Arrangement w

{
  "formula": "H16O8",
  "method": "ωB97M-V with the def2-TZVPD basis set",
  "smiles": "O.O.O.O.O.O.O.O",
  "homo_ev": -10.744,
  "homo_lumo_gap_ev": 10.55,
  "e_lumo_ev": -0.189,
  "mol_weight_g_mol": 144.12,
  "elements": ["O", "O", "O", "O", "O", "O", "O", "O", "H", "H", "H", "H", "H", "H", "H", "H", "H", "H", "H", "H", "H", "H", "H", "H"],
  "xyz": [[-28.05, 14.25, -7.69], [-30.18, 12.23, -7.64], [-25.55, 13.31, -12.07], [-26.44, 16.59, -9.67], [-24.48, 9.97, -7.47], [-25.78, 12.48, -8.31], [-22.76, 13.74, -7.32], [-23.61, 14.29, -10.04], [-25.16, 12.98, -8.86], [-23.79, 15.17, -10.42], [-24.95, 13.20, -11.32], [-22.03, 13.12, -7.37], [-30.69, 12.27, -8.45], [-25.20, 10.61, -7.42], [-29.31, 12.61, -7.86], [-24.13, 10.07, -8.36], [-23.07, 13.86, -8.24], [-22.67, 14.14, -10.23], [-26.39, 12.93, -11.77], [-26.35, 15.65, -9.50], [-26.64, 16.98, -8.81], [-28.85, 14.70, -7.99], [-26.48, 13.11, -8.11], [-27.88, 14.61, -6.80]]
}

Arrangement x

{
  "formula": "H16O8",
  "method": "ωB97M-V with the def2-TZVPD basis set",
  "smiles": "O.O.O.O.O.O.O.O",
  "homo_ev": -9.469,
  "homo_lumo_gap_ev": 9.46,
  "e_lumo_ev": -0.008,
  "mol_weight_g_mol": 144.12,
  "elements": ["O", "O", "O", "O", "O", "O", "O", "O", "H", "H", "H", "H", "H", "H", "H", "H", "H", "H", "H", "H", "H", "H", "H", "H"],
  "xyz": [[-0.33, 3.50, 0.49], [-0.50, -2.83, -0.64], [2.64, -0.21, -0.90], [2.13, -2.72, -1.62], [0.90, -0.48, 1.74], [-2.51, 1.70, -0.38], [-0.90, 1.69, 2.47], [-0.23, -0.09, -0.61], [-0.66, 2.21, 1.73], [-0.50, -1.03, -0.70], [-1.24, -3.39, -0.94], [0.72, 0.14, 2.39], [2.72, -0.94, -1.47], [2.61, -3.50, -1.88], [1.25, -3.09, -1.54], [-0.25, -3.33, 0.16], [-1.62, 1.16, 2.24], [-2.75, 2.24, -1.12], [-1.03, 0.43, -0.51], [0.53, -0.16, 0.93], [-0.08, 2.77, -0.03], [1.65, -0.16, -0.74], [0.46, 3.97, 0.62], [-3.01, 2.13, 0.31]]
}

Arrangement y

{
  "formula": "H16O8",
  "method": "ωB97M-V with the def2-TZVPD basis set",
  "homo_ev": -8.644,
  "homo_lumo_gap_ev": 8.54,
  "e_lumo_ev": -0.105,
  "mol_weight_g_mol": 144.12,
  "elements": ["O", "O", "O", "O", "O", "O", "O", "O", "H", "H", "H", "H", "H", "H", "H", "H", "H", "H", "H", "H", "H", "H", "H", "H"],
  "xyz": [[-1.17, -0.53, 1.66], [-1.52, -1.54, -1.42], [0.00, -0.41, -0.59], [1.16, 1.88, -0.12], [0.72, -2.61, -1.44], [-1.64, 1.81, 0.34], [2.06, -0.70, -0.47], [0.13, 1.37, 1.53], [1.28, -2.29, -2.15], [0.95, -0.52, -0.58], [-2.27, 1.83, 1.07], [2.50, 0.15, -0.37], [2.76, -1.31, -0.68], [-0.84, -0.97, -1.06], [0.61, 2.39, -0.71], [-0.25, 0.55, 1.83], [-1.64, -1.37, 1.71], [0.32, 1.85, 2.34], [-1.74, 0.02, 1.13], [-0.16, 0.29, 0.04], [0.27, -1.82, -1.12], [0.62, 1.77, 0.66], [-0.79, 1.73, 0.77], [-1.35, -1.55, -2.36]]
}

Arrangement z

{
  "formula": "H16O8",
  "method": "ωB97M-V with the def2-TZVPD basis set",
  "smiles": "O.O.O.O.O.O.O.O",
  "homo_ev": -10.237,
  "homo_lumo_gap_ev": 9.90,
  "e_lumo_ev": -0.339,
  "mol_weight_g_mol": 144.12,
  "elements": ["O", "O", "O", "O", "O", "O", "O", "O", "H", "H", "H", "H", "H", "H", "H", "H", "H", "H", "H", "H", "H", "H", "H", "H"],
  "xyz": [[-3.11, -22.89, -34.67], [-3.52, -20.47, -36.03], [-0.37, -25.30, -35.75], [-2.84, -24.45, -36.88], [-4.93, -26.01, -38.12], [-3.22, -24.58, -40.10], [1.33, -23.69, -37.46], [-1.35, -22.18, -38.16], [-2.70, -20.10, -35.95], [-3.67, -21.29, -35.87], [-2.00, -24.95, -36.58], [-4.35, -25.56, -37.43], [2.02, -24.15, -37.90], [-2.39, -22.74, -33.99], [-3.43, -24.80, -39.20], [-3.16, -23.97, -36.18], [-5.38, -26.52, -37.43], [-0.95, -22.84, -38.74], [0.62, -24.22, -37.35], [-0.31, -26.23, -35.61], [-2.21, -22.55, -37.79], [-3.98, -23.92, -40.47], [-3.88, -23.08, -34.11], [-0.07, -24.77, -34.97]]
}

Tell me which of them is the most stable. Sure, it is arrangement w.